Record 1
Here is a single C2H6O molecule from the OMol25 dataset. Energies are from wB97M-V/def2-TZVPD.

Values from the calculation:
* E_tot: -4214.132 eV
* LUMO energy: 0.0180 hartree
* relative energy (zero: lowest compared OMol25 entry of this formula, charge and spin): 4.335 eV
* Kohn-Sham gap: 7.77 eV
* HOMO level: -7.28 eV
* strongest force on any atom: 0.71 eV/Å

Structure (ORCA input):
```
! RIJCOSX wB97M-V def2-TZVPD def2/J DEFGRID3
* xyz 0 1
C -0.95577 -0.50207 0.11184
C 0.71836 1.11812 0.02905
O 0.49211 -0.49921 0.20892
H -1.29221 -0.02040 1.02908
H -1.29442 0.12522 -0.71827
H -1.27628 -1.53881 0.03140
H 1.51671 1.26693 0.76167
H 1.16298 1.09361 -0.97877
H 0.92852 -1.04340 -0.47491
*
```


Record 2
Here is 2 unconnected molecules or ions with the total composition C2H6O2 from the OMol25 dataset. Energies are from wB97M-V/def2-TZVPD.

Values from the calculation:
* E_tot: -6261.099 eV
* LUMO energy (spin up / spin down): 0.0103 / 0.0105 hartree
* relative energy (zero: lowest compared OMol25 entry of this formula, charge and spin): 5.156 eV
* Kohn-Sham gap (spin up / spin down): 8.99 / 9.02 eV
* HOMO level (spin up / spin down): -8.71 / -8.74 eV
* strongest force on any atom: 3.82 eV/Å

Structure (ORCA input):
```
! RIJCOSX wB97M-V def2-TZVPD def2/J DEFGRID3
* xyz 0 1
C -1.05297 0.33066 -0.75084
C -0.24201 -0.73726 -0.14186
O 1.87564 0.77453 1.04371
O 0.70668 0.22806 1.48259
H -1.56808 -0.08007 -1.62736
H -1.80114 0.69354 -0.05062
H -0.42650 1.15866 -1.08228
H 0.66481 -1.03851 -0.63940
H -0.72622 -1.46972 0.47742
H 2.56979 0.14011 1.28865
*
```


Record 3
Here is 2 unconnected molecules or ions with the total composition C2H6O2 from the OMol25 dataset. Energies are from wB97M-V/def2-TZVPD.

Values from the calculation:
* E_tot: -6264.962 eV
* LUMO energy: 0.0207 hartree
* relative energy (zero: lowest compared OMol25 entry of this formula, charge and spin): 1.293 eV
* Kohn-Sham gap: 9.86 eV
* HOMO level: -9.29 eV
* strongest force on any atom: 3.08 eV/Å
* SMILES string: C=CO.O

Structure (ORCA input):
```
! RIJCOSX wB97M-V def2-TZVPD def2/J DEFGRID3
* xyz 0 1
C 0.90327 0.93458 -0.67169
C 1.11811 0.48976 0.58645
O 0.71561 -0.75889 0.92615
H 1.36452 1.85376 -0.99569
H 0.52088 0.32394 -1.50022
H 1.85560 0.84565 1.22955
H 0.85896 -0.97850 1.87732
O -2.34775 -0.43911 -0.82858
H -1.90178 -1.26111 -0.45648
H -1.76935 0.25421 -0.42367
*
```


Record 4
Here is 2 unconnected molecules or ions with the total composition C2H6O2 from the OMol25 dataset. Energies are from wB97M-V/def2-TZVPD.

Values from the calculation:
* E_tot: -6265.096 eV
* LUMO energy: 0.0283 hartree
* relative energy (zero: lowest compared OMol25 entry of this formula, charge and spin): 1.159 eV
* Kohn-Sham gap: 10.32 eV
* HOMO level: -9.55 eV
* strongest force on any atom: 1.25 eV/Å
* SMILES string: C=CO.O

Structure (ORCA input):
```
! RIJCOSX wB97M-V def2-TZVPD def2/J DEFGRID3
* xyz 0 1
C 0.06791 1.51960 1.07612
C 0.74920 0.50141 1.56717
O 1.06838 0.34929 2.88216
H -0.26852 1.51504 0.05604
H -0.07340 2.38627 1.70364
H 1.01204 -0.32777 0.90075
H 2.02239 0.25073 2.98703
O -1.52518 -1.76280 -4.56892
H -2.29299 -1.17997 -4.55758
H -1.62142 -2.30110 -3.77804
*
```


Record 5
Here is a single C2H6O2 molecule from the OMol25 dataset. Energies are from wB97M-V/def2-TZVPD.

Values from the calculation:
* E_tot: -6262.596 eV
* LUMO energy: 0.0289 hartree
* relative energy (zero: lowest compared OMol25 entry of this formula, charge and spin): 3.658 eV
* Kohn-Sham gap: 11.07 eV
* HOMO level: -10.28 eV
* strongest force on any atom: 16.34 eV/Å
* SMILES string: OCCO

Structure (ORCA input):
```
! RIJCOSX wB97M-V def2-TZVPD def2/J DEFGRID3
* xyz 0 1
O 0.88672 1.19397 0.69913
C 0.33961 -0.23495 0.61833
C -0.73075 -0.20132 -0.44200
O -0.49076 -0.78416 -1.60378
H 1.38196 1.32401 1.31203
H 1.15953 -0.80619 0.34309
H 0.05809 -0.61382 1.62956
H -1.68285 -0.84099 0.23971
H -0.98677 0.96312 -0.57142
H 0.06520 0.00035 -2.22465
*
```


Record 6
Here is a molecular structure, C2H6O2P2 from the OMol25 dataset. Energies are from wB97M-V/def2-TZVPD.

Values from the calculation:
* E_tot: -24840.421 eV
* LUMO energy (spin up / spin down): 0.0231 / -0.0973 hartree
* relative energy (zero: lowest compared OMol25 entry of this formula, charge and spin): 0.000 eV
* ⟨S²⟩: 2.01
* Kohn-Sham gap (spin up / spin down): 7.14 / 8.13 eV
* HOMO level (spin up / spin down): -6.52 / -10.77 eV
* strongest force on any atom: 3.90 eV/Å

Structure (ORCA input):
```
! RIJCOSX wB97M-V def2-TZVPD def2/J DEFGRID3
* xyz 0 3
C 1.52566 -0.82317 -0.53403
C -0.68577 1.27602 0.05544
O -3.26827 0.25226 0.44428
O -0.75431 -1.38393 0.68782
P -2.29397 0.20000 -0.62764
P 0.19009 -0.26968 0.50071
H 1.18973 -1.42201 -1.43500
H 2.07712 -0.20988 -1.14682
H 2.05585 -1.55230 0.11381
H -0.88356 1.80935 1.10654
H -0.20166 1.95725 -0.59266
H 1.04909 0.16609 1.42754
*
```


Record 7
Here is 2 unconnected molecules or ions with the total composition C2H6O2S from the OMol25 dataset. Energies are from wB97M-V/def2-TZVPD.

Values from the calculation:
* E_tot: -17101.362 eV
* LUMO energy: 0.0256 hartree
* relative energy (zero: lowest compared OMol25 entry of this formula, charge and spin): 0.159 eV
* Kohn-Sham gap: 10.15 eV
* HOMO level: -9.45 eV
* strongest force on any atom: 0.47 eV/Å
* SMILES string: O=CO.CS

Structure (ORCA input):
```
! RIJCOSX wB97M-V def2-TZVPD def2/J DEFGRID3
* xyz 0 1
O -1.97545 2.28164 -0.27084
C -0.95150 2.39746 -0.88326
O -0.02109 1.44713 -1.00740
H -0.64049 3.30817 -1.40636
H -0.20003 0.69868 -0.41454
C 0.23129 -1.84753 0.93403
S 1.33615 -1.71819 -0.50436
H -0.12279 -0.88322 1.28134
H -0.63947 -2.40425 0.59747
H 0.73151 -2.41847 1.70870
H 2.25187 -0.86141 -0.03479
*
```


Record 8
Here is 2 unconnected molecules or ions with the total composition C2H6O2S from the OMol25 dataset. Energies are from wB97M-V/def2-TZVPD.

Values from the calculation:
* E_tot: -17101.102 eV
* LUMO energy: 0.0270 hartree
* relative energy (zero: lowest compared OMol25 entry of this formula, charge and spin): 0.419 eV
* Kohn-Sham gap: 10.06 eV
* HOMO level: -9.33 eV
* strongest force on any atom: 2.31 eV/Å
* SMILES string: O=CO.CS

Structure (ORCA input):
```
! RIJCOSX wB97M-V def2-TZVPD def2/J DEFGRID3
* xyz 0 1
O 1.63197 -1.19195 0.30412
C 1.83771 -0.69964 -0.76935
O 1.88667 0.61081 -1.01905
H 2.26190 -1.32804 -1.56721
H 1.41732 1.07403 -0.30378
C -1.82045 -0.09231 0.25224
S -1.26936 1.42968 1.21026
H -2.28966 -0.74153 0.99421
H -2.59978 0.32768 -0.35366
H -1.00782 -0.34868 -0.40458
H -0.04851 0.95995 1.65680
*
```